No. 1
{"formula": "C5H11N2S2", "method": "the ωB97M-V functional and the def2-TZVPD basis", "symbols": ["C", "C", "C", "C", "C", "N", "N", "S", "S", "H", "H", "H", "H", "H", "H", "H", "H", "H", "H", "H"], "coordinates": [[-0.716, -0.438, -0.784], [1.363, -0.723, 1.673], [1.816, -0.120, 0.435], [0.403, -1.835, 1.299], [-2.628, 0.923, -1.134], [1.922, 1.155, 0.280], [-1.336, 0.381, -1.594], [-1.180, -1.002, 0.761], [2.066, 2.136, -1.007], [2.158, -1.174, 2.437], [0.785, 0.028, 2.254], [1.837, -1.020, -0.299], [0.331, -0.645, -1.090], [0.788, -2.432, 0.494], [0.238, -2.531, 2.165], [-2.704, 2.057, -1.063], [-2.761, 0.657, -0.114], [-3.293, 0.609, -1.921], [-0.913, 0.739, -2.479], [1.823, 3.234, -0.314]], "forces_ev_per_a": [[1.9, 0.6, -1.0], [0.3, -0.7, 3.8], [1.1, 0.9, -2.0], [-0.4, -0.1, 1.1], [0.5, 2.1, -1.4], [-0.8, -2.6, 1.5], [-0.1, 0.5, 1.3], [-0.1, -0.6, -0.4], [0.4, -0.4, -1.2], [-1.2, 1.0, -1.9], [0.6, -0.4, -0.1], [1.0, 2.0, 0.0], [-1.2, -0.4, -0.1], [0.0, -0.4, -0.5], [-0.5, 0.8, -0.9], [0.8, -1.2, -0.6], [-0.7, -0.9, 0.5], [-1.1, -0.3, 0.5], [-0.3, -0.7, 1.2], [0.0, 0.5, 0.2]], "lowdin_charge": [-0.404, -0.277, -0.343, -0.399, -0.035, -0.411, -0.020, 1.068, 0.789, 0.178, 0.119, 0.131, 0.087, 0.075, 0.119, 0.132, 0.033, 0.101, 0.188, -0.129], "charge": 1, "e_above_lowest_kcal_mol": 72.4, "total_energy_ha": -1102.66291, "e_lumo_ev": -4.238, "homo_lumo_gap_ev": 8.2802}

No. 2
{"formula": "C5H11N3", "method": "the ωB97M-V functional and the def2-TZVPD basis", "symbols": ["C", "N", "N", "C", "N", "C", "C", "C", "H", "H", "H", "H", "H", "H", "H", "H", "H", "H", "H"], "coordinates": [[2.662, -0.066, 0.472], [1.909, 0.236, -0.758], [0.528, 0.335, -0.610], [-0.024, 1.549, -0.187], [-1.187, 1.482, 0.346], [-1.530, 0.049, 0.477], [-2.698, -0.317, -0.423], [-0.184, -0.735, 0.123], [2.498, -1.133, 0.829], [3.723, 0.069, 0.258], [2.378, 0.632, 1.290], [2.205, -0.473, -1.478], [0.548, 2.460, -0.409], [-1.826, -0.133, 1.513], [-3.515, 0.385, -0.335], [-3.044, -1.350, -0.133], [-2.359, -0.357, -1.466], [0.330, -1.068, 1.034], [-0.415, -1.565, -0.545]], "forces_ev_per_a": [[-0.5, -0.7, 0.5], [1.4, -0.4, -0.4], [0.1, -1.0, 0.6], [-0.6, -0.3, -0.2], [1.1, 0.2, -0.1], [0.7, -0.1, 0.0], [0.3, -1.4, 0.0], [-1.5, 1.1, -0.2], [0.3, 1.2, -0.2], [-0.1, 0.0, 0.0], [0.1, -0.4, -0.6], [-1.0, 1.1, 0.8], [-0.4, -0.3, 0.1], [0.1, 0.0, 0.0], [-0.1, 0.1, 0.1], [0.1, 1.0, -0.4], [-0.2, 0.1, 0.1], [0.0, 0.1, -0.3], [0.2, -0.1, 0.1]], "lowdin_charge": [-0.127, -0.109, -0.162, -0.178, 0.064, -0.375, -0.081, -0.097, 0.079, 0.070, 0.088, 0.134, 0.128, 0.121, 0.067, 0.091, 0.078, 0.100, 0.109], "smiles": "CNN1C=N[C@@H](C)C1", "e_above_lowest_kcal_mol": 39.6, "total_energy_ha": -361.32630, "e_lumo_ev": 0.957, "homo_lumo_gap_ev": 9.5450}

No. 3
{"formula": "C5H11N3", "method": "the ωB97M-V functional and the def2-TZVPD basis", "symbols": ["C", "N", "N", "C", "C", "C", "C", "N", "H", "H", "H", "H", "H", "H", "H", "H", "H", "H", "H"], "coordinates": [[2.042, -0.656, 0.807], [1.140, -1.424, 1.199], [-0.162, -1.207, 0.767], [-0.524, 0.182, 0.266], [-0.233, 1.395, 1.055], [-1.628, -0.235, -0.635], [-0.262, 0.071, -1.212], [-0.385, 1.363, -1.961], [3.088, -1.115, 1.103], [2.062, 0.339, 0.278], [-0.792, -1.865, 1.108], [0.607, 1.102, 1.882], [0.106, 2.322, 0.258], [-1.165, 1.806, 1.711], [-2.037, -1.256, -0.800], [-2.386, 0.607, -0.854], [0.388, -0.822, -1.325], [-0.911, 1.252, -2.881], [0.520, 1.971, -2.205]], "forces_ev_per_a": [[4.4, 0.3, 0.5], [-2.7, -1.1, -0.8], [3.5, 3.3, 0.4], [-0.2, -4.0, 0.3], [0.1, 2.9, 1.9], [-2.4, 2.0, -1.8], [-0.6, 1.2, -0.6], [2.1, 0.5, -1.9], [-1.8, 1.5, -0.6], [-0.5, -1.3, 0.4], [-1.3, -0.6, 0.9], [-1.9, 1.1, -2.2], [-0.8, -2.7, 2.6], [2.1, -1.0, -1.7], [0.4, 0.8, 0.9], [1.2, -1.6, 0.2], [-0.3, 1.0, -1.2], [1.1, 0.0, 1.8], [-2.3, -2.3, 0.9]], "lowdin_charge": [-0.138, -0.051, -0.030, -0.508, -0.074, -0.086, -0.313, -0.010, 0.093, 0.083, 0.094, 0.105, 0.136, 0.109, 0.112, 0.133, 0.137, 0.091, 0.119], "smiles": "C=NN[C@]1(C)C[C@H]1N", "e_above_lowest_kcal_mol": 114.0, "total_energy_ha": -361.20764, "e_lumo_ev": 0.947, "homo_lumo_gap_ev": 9.6439}

No. 4
{"formula": "C5H11N3", "method": "the ωB97M-V functional and the def2-TZVPD basis", "symbols": ["C", "C", "C", "N", "N", "C", "C", "N", "H", "H", "H", "H", "H", "H", "H", "H", "H", "H", "H"], "coordinates": [[-0.476, 1.238, -0.982], [0.993, 1.005, 1.108], [-1.677, -0.214, 0.845], [0.841, 1.087, -1.606], [1.010, -0.236, -1.582], [0.288, -0.892, -0.651], [-0.457, 0.111, 0.038], [0.520, -2.235, -0.362], [1.827, -0.619, -2.040], [1.477, -2.468, -0.118], [-0.096, -2.623, 0.336], [-0.582, 2.236, -0.562], [-1.276, 1.096, -1.735], [1.618, 1.826, 0.765], [1.642, 0.218, 1.481], [0.334, 1.360, 1.898], [-1.955, 0.633, 1.475], [-1.499, -1.078, 1.492], [-2.532, -0.445, 0.200]], "forces_ev_per_a": [[0.4, -0.3, 0.0], [-1.5, -1.1, 0.1], [0.2, 0.0, 0.3], [-0.1, 0.2, -0.9], [-0.9, -0.3, 1.5], [1.1, -0.1, -1.5], [1.3, 2.2, 0.8], [0.1, -0.2, 0.2], [-0.1, 0.0, -0.1], [-0.1, 0.1, 0.0], [-0.1, 0.1, -0.1], [0.0, -0.1, 0.1], [0.0, -0.2, -0.1], [-0.4, -0.1, -0.6], [-0.1, -0.2, 0.1], [0.1, 0.0, 0.2], [0.0, -0.1, 0.0], [-0.1, 0.1, 0.1], [0.2, 0.0, 0.0]], "lowdin_charge": [-0.237, 0.027, -0.048, -0.043, 0.005, -0.355, -0.340, 0.114, 0.160, 0.088, 0.078, 0.109, 0.114, 0.028, 0.028, 0.027, 0.080, 0.075, 0.088], "e_above_lowest_kcal_mol": 91.1, "total_energy_ha": -361.24416, "e_lumo_ev": [0.723, 0.723], "homo_lumo_gap_ev": [7.2359, 7.2322]}

No. 5
{"formula": "C5H11N3", "method": "the ωB97M-V functional and the def2-TZVPD basis", "symbols": ["C", "C", "C", "C", "C", "N", "N", "N", "H", "H", "H", "H", "H", "H", "H", "H", "H", "H", "H"], "coordinates": [[-0.769, -0.629, 0.979], [1.184, 1.533, -1.897], [-1.376, 0.655, 0.622], [-1.162, -1.780, 0.060], [0.892, -0.511, 0.966], [1.364, 0.069, -0.139], [0.992, 1.253, -0.482], [1.486, -0.895, 2.016], [-0.885, -0.885, 2.032], [2.489, -0.712, 1.981], [1.087, 0.656, -2.538], [0.428, 2.244, -2.224], [2.182, 1.938, -2.040], [-1.716, 0.773, -0.402], [-2.110, 1.024, 1.338], [-0.281, 1.468, 0.234], [-0.564, -2.670, 0.256], [-1.030, -1.493, -0.984], [-2.209, -2.037, 0.222]], "forces_ev_per_a": [[1.9, -0.9, -0.4], [0.0, -0.2, -0.5], [1.9, 2.4, -1.2], [0.0, -0.1, 0.2], [-2.0, 0.6, 2.2], [-0.5, 2.0, -3.0], [1.2, -2.0, 1.2], [0.2, -0.4, -0.1], [-0.2, 0.0, -0.1], [0.0, 0.1, -0.1], [0.1, -0.2, 0.3], [0.1, 0.2, 0.2], [0.0, 0.2, 0.0], [-0.8, -0.7, -0.1], [0.4, 0.4, -0.1], [-2.4, -1.3, 1.5], [0.0, -0.1, 0.0], [0.0, 0.0, 0.0], [-0.1, 0.0, -0.1]], "lowdin_charge": [-0.362, -0.087, -0.095, -0.082, -0.420, 0.081, -0.077, 0.138, 0.121, 0.048, 0.078, 0.079, 0.082, 0.052, 0.070, 0.150, 0.076, 0.072, 0.077], "e_above_lowest_kcal_mol": 95.6, "total_energy_ha": -361.23712, "e_lumo_ev": -0.340, "homo_lumo_gap_ev": 7.9879}

No. 6
{"formula": "C5H11N3", "method": "the ωB97M-V functional and the def2-TZVPD basis", "symbols": ["C", "C", "N", "C", "C", "N", "C", "N", "H", "H", "H", "H", "H", "H", "H", "H", "H", "H", "H"], "coordinates": [[1.253, 0.796, -1.358], [-1.252, -1.785, -0.253], [-0.561, 1.680, -0.993], [0.409, -0.432, 1.078], [-0.603, -0.456, 0.020], [0.615, 0.767, 1.766], [-1.240, 0.719, -0.424], [1.004, -1.536, 1.369], [-1.056, 2.571, -1.105], [0.379, 1.615, 1.274], [1.499, 0.836, 2.246], [1.651, -1.424, 2.149], [-2.327, 0.817, -0.346], [1.682, 1.779, -1.489], [0.946, 0.305, -2.271], [1.808, 0.163, -0.678], [-2.118, -1.675, -0.909], [-0.537, -2.450, -0.745], [-1.553, -2.290, 0.668]], "forces_ev_per_a": [[-0.9, 1.3, -0.1], [-0.1, 0.0, 0.2], [0.9, -0.9, -0.4], [0.0, -0.1, -0.4], [-0.4, 0.5, 0.1], [0.1, 0.1, 0.0], [0.3, -1.0, 0.3], [0.1, 0.1, 0.0], [0.6, 0.1, 0.1], [-0.1, -0.1, 0.0], [0.0, -0.1, 0.0], [-0.1, 0.1, 0.0], [0.0, 0.1, -0.2], [0.1, 0.0, -0.1], [-0.1, 0.1, 0.1], [-0.3, 0.0, 0.3], [0.0, 0.0, 0.0], [-0.1, 0.0, 0.0], [0.0, -0.1, 0.0]], "lowdin_charge": [0.154, -0.084, 0.058, -0.551, -0.292, 0.106, -0.224, 0.106, 0.089, 0.062, 0.085, 0.033, 0.129, 0.030, 0.056, 0.031, 0.068, 0.074, 0.071], "e_above_lowest_kcal_mol": 99.2, "total_energy_ha": -361.23132, "e_lumo_ev": [-0.164, -0.166], "homo_lumo_gap_ev": [6.8633, 6.8598]}

- What is the formula in the fourth record?
  C5H11N3